1.
DFT (ωB97M-V/def2-TZVPD) results for a structure of composition C12H18I2O4RuSTl at a distorted geometry.

CARTESIAN COORDINATES (ANGSTROEM)
I  -2.14764  -0.67295  2.44078
I  -1.03134  -2.98401  2.41686
Ru  0.38654  -1.40580  -1.48320
Tl  2.06305  0.58237  -0.38532
S  -1.39392  0.09308  -0.86766
C  0.75448  1.99472  -2.78589
C  3.72601  2.36301  -2.23926
C  -3.01080  -0.24840  -1.64895
C  -3.59896  -1.53485  -1.07625
C  -2.73982  -0.36166  -3.15684
C  -3.93257  0.93117  -1.32122
C  1.69043  -2.60815  -0.68123
C  -0.46886  -2.86431  -2.18274
O  4.24495  3.02780  -3.01301
O  0.13148  2.37378  -3.64048
O  2.62454  -3.26981  -0.46916
O  -0.88325  -3.74956  -2.81540
H  -4.55138  -1.72090  -1.60890
H  -3.71922  -1.48972  0.01729
H  -2.92468  -2.38205  -1.28485
H  -3.69410  -0.45292  -3.69525
H  -2.15361  -1.27091  -3.36631
H  -2.20396  0.52499  -3.52047
H  -4.89975  0.78766  -1.84190
H  -3.48769  1.88378  -1.64883
H  -4.11159  0.95888  -0.23429
C  2.26424  0.65579  4.38433
C  2.33883  1.02054  2.85993
C  3.58413  1.92822  2.57473
C  2.39177  -0.21456  1.96960
H  3.14852  0.02877  4.65178
H  1.33555  0.07048  4.56983
H  2.30303  1.59103  4.98886
H  1.39575  1.58863  2.61182
H  4.53299  1.34725  2.77132
H  3.58609  2.28577  1.52039
H  3.55340  2.79892  3.26047
H  3.37396  -0.69726  1.84106
H  1.52339  -0.90881  2.08835

Cartesian forces (eV/Å) of the 3 atoms listed first:
I -0.2 0.0 0.5
I -0.2 -0.2 0.2
Ru 0.4 2.2 0.8

Values from the calculation:
Spin multiplicity: 6
Total charge: +4
Gap between HOMO and LUMO (spin up / spin down) (eV): 5.75 / 5.55
Calculated total energy (Eh): -2028.0385
Relative energy (zero: lowest compared OMol25 entry of this formula, charge and spin) (kJ/mol): 0.0
Highest occupied orbital energy (spin up / spin down) (eV): -21.52 / -23.14



2.
DFT (ωB97M-V/def2-TZVPD) results for a cluster of 2 separate species, C12H18N2 in total at a distorted geometry.

CARTESIAN COORDINATES (ANGSTROEM)
C  0.70481  -3.18256  -1.03708
C  1.86959  -2.35911  -0.51848
C  1.42169  -1.82642  0.80667
C  0.36035  -0.80212  0.53068
C  0.87564  0.49945  0.22508
C  0.19842  1.72550  0.00687
C  0.43398  3.23779  -0.07236
C  -0.88041  3.83047  0.30938
C  -1.22895  1.45684  0.04209
C  -1.93045  0.25516  0.19292
C  -1.10140  -0.92347  0.46985
C  -1.73115  -2.17860  0.95849
H  0.84634  -3.68309  -2.15219
H  0.40163  -4.15695  -0.43073
H  -0.19104  -2.50554  -0.98523
H  2.63432  -3.23441  -0.23642
H  2.07456  -2.22482  -2.83350
H  1.90150  -0.31112  -1.53551
H  1.13702  -2.68268  1.63561
H  2.21989  -1.29327  1.38825
H  2.08950  0.41680  0.08763
H  0.72065  3.10851  -1.14154
H  1.04703  3.83651  0.60476
H  -1.10423  4.78678  -0.34456
H  -0.72517  3.87866  1.53614
H  -2.54312  3.04565  0.71002
H  -2.94122  0.05116  0.52324
H  -1.04036  -2.92270  0.29719
H  -1.54300  -2.34750  2.01662
H  -2.92238  -2.13201  0.71744
N  2.43136  -1.40770  -1.72759
N  -1.86202  2.83236  0.10732

Cartesian forces (eV/Å) of the 3 atoms listed first:
C -1.6 -2.5 -1.9
C 2.3 -3.5 -1.8
C -0.1 0.2 2.8

Values from the calculation:
Total charge: 0
Gap between HOMO and LUMO (eV): 8.46
Calculated total energy (Eh): -577.2633
Relative energy (zero: lowest compared OMol25 entry of this formula, charge and spin) (kJ/mol): 750.9
Highest occupied orbital energy (eV): -7.70



3.
DFT (ωB97M-V/def2-TZVPD) results for a structure of composition C12H18N4O3OsS.

CARTESIAN COORDINATES (ANGSTROEM)
Os  -1.36156  -0.00177  0.79231
N  -1.66345  1.56094  -0.50724
C  -2.02356  1.05461  -1.86290
C  -2.93054  -0.13821  -1.65383
O  -3.75739  -0.54917  -2.39500
N  -2.61618  -0.77959  -0.39267
C  -3.61792  -1.58179  0.21621
C  -3.99683  -0.74739  1.53072
O  -5.04185  -0.81201  2.05600
O  -2.90473  -0.05867  1.95219
H  -2.45281  2.09243  -0.13519
H  -0.87602  2.20236  -0.58115
H  -1.11291  0.73234  -2.36702
H  -2.51415  1.81109  -2.47236
H  -3.22095  -2.52228  0.60386
H  -4.49342  -1.75404  -0.40349
C  3.24187  -1.99405  -1.00294
C  2.73309  -0.60451  -1.42624
C  3.68644  0.50270  -0.94466
C  2.52049  -0.53280  -2.94690
C  1.43215  -0.38597  -0.77510
N  0.41239  -0.21627  -0.27244
H  4.19611  -2.16590  -1.49942
H  2.55401  -2.78269  -1.30622
H  3.40266  -2.05112  0.07320
H  4.66474  0.31191  -1.38363
H  3.79436  0.49727  0.13989
H  3.35335  1.48906  -1.26730
H  3.49051  -0.66632  -3.42420
H  2.12430  0.43491  -3.25578
H  1.85871  -1.32448  -3.29745
S  0.47811  2.50458  4.18428
C  0.50962  0.83845  4.55147
C  0.06077  0.11690  3.50098
N  -0.29363  0.88273  2.40508
C  -0.11712  2.17136  2.65294
H  0.84650  0.47496  5.50890
H  -0.02620  -0.95922  3.46587
H  -0.33893  2.94964  1.93921

Cartesian forces (eV/Å) of the 3 atoms listed first:
Os -0.3 -0.7 -0.4
N 0.0 0.4 -0.1
C -0.1 -0.1 0.0

Values from the calculation:
Total charge: +2
Gap between HOMO and LUMO (spin up / spin down) (eV): 6.94 / 6.91
Calculated total energy (Eh): -1401.0788
Relative energy (zero: lowest compared OMol25 entry of this formula, charge and spin) (kJ/mol): 14.9
Highest occupied orbital energy (spin up / spin down) (eV): -16.48 / -16.55



Which of these has the highest total charge?
C12H18I2O4RuSTl



Which of these has the lowest calculated total energy?
C12H18I2O4RuSTl